118
Properties=species:S:1:pos:R:3:forces:R:3 method="wB97M-V/def2-TZVPD" charge=+1 homo_ev=-10.206 fmax_ev_per_a=4.2 orbital_gap_ev=7.32
C -0.0695 2.6067 -3.5499 -0.662 0.527 0.435
C -1.3772 2.0946 -2.7750 0.468 1.554 1.252
N -1.4139 0.6154 -2.5227 -1.050 0.740 -1.502
C -2.6288 -0.0342 -3.0861 0.754 -2.205 0.138
C -3.6397 -0.4824 -1.8862 1.157 1.944 -0.203
B -4.0626 0.7450 -0.9030 -0.009 1.528 1.772
C -3.5335 0.6695 0.6548 0.232 -0.201 -1.195
O -4.8910 1.8505 -1.2996 2.102 -1.588 -0.245
N -4.8535 -1.0445 -2.5784 0.978 -1.024 0.402
C -4.5176 -2.4957 -2.9243 -0.894 -0.875 -0.817
O -5.7621 -3.1081 -3.3899 1.413 1.268 1.194
C -3.4344 -2.4301 -4.1013 1.918 1.638 -0.593
N -2.9785 -3.7522 -4.6165 -2.568 -1.287 3.084
C -2.8789 -4.6808 -3.6769 -0.320 -0.320 -0.593
C -3.7992 -6.0083 -3.8303 1.621 -0.305 -0.166
C -1.9673 -4.6166 -2.3624 -0.971 -0.386 0.837
C -2.1568 -1.4499 -3.7655 -1.088 0.916 -0.244
C -1.3332 -1.1649 -5.1443 0.539 -1.411 0.371
C -0.0648 -2.1539 -5.1354 2.542 -1.822 -0.594
C 1.0134 -2.0762 -3.9917 0.047 -2.387 -2.617
C 2.2052 -3.0563 -3.9583 -2.744 -0.001 -2.433
C 2.3530 -4.1420 -5.0707 -1.842 2.072 0.231
C 3.6042 -5.1509 -4.9235 -1.297 0.289 0.573
C 1.3208 -4.1980 -6.2262 -0.380 2.245 2.482
C 0.1063 -3.2100 -6.2734 2.791 0.006 2.896
H -0.2217 2.5569 -4.6793 0.486 -0.236 1.504
H 0.8564 2.0565 -3.1695 -1.241 0.635 -0.741
H 0.0696 3.7190 -3.2883 -0.175 -1.687 -0.423
H -1.3561 2.5941 -1.7283 -0.066 -0.613 -1.650
H -2.3237 2.4999 -3.2860 1.307 -0.846 0.589
H -0.5461 0.2368 -2.9279 -0.813 -0.069 0.185
H -3.1831 0.5986 -3.8648 0.635 -0.615 1.055
H -3.0500 -1.2328 -1.2615 -1.214 0.574 -0.965
H -2.4082 0.4205 0.6126 -1.570 0.449 0.312
H -4.0456 -0.2429 1.1422 0.703 1.446 -0.462
H -3.7485 1.6362 1.2172 0.362 -1.544 -0.441
H -4.4936 2.6739 -0.9422 -0.781 -0.635 0.118
H -4.9641 -0.5271 -3.4682 -0.472 -0.152 0.549
H -5.6928 -0.9820 -1.9629 0.600 0.041 -0.884
H -4.1572 -2.9654 -1.9507 -0.448 0.537 -1.361
H -6.4336 -2.8778 -2.7059 0.449 -0.684 -0.709
H -3.9641 -1.9081 -4.9923 0.541 -0.916 1.387
H -4.4811 -5.8870 -4.7326 0.936 -0.125 1.353
H -4.3862 -6.1853 -2.8488 0.905 0.630 -1.561
H -3.1447 -6.9564 -3.9508 -1.036 1.456 0.124
H -2.1142 -3.6439 -1.7523 0.597 -1.422 -1.175
H -2.2532 -5.4653 -1.6292 0.333 1.273 -1.300
H -0.8683 -4.8034 -2.6313 -1.597 0.656 0.144
H -1.4995 -1.9865 -3.0037 -0.761 0.827 -1.074
H -1.9629 -1.4388 -6.0697 0.838 0.450 1.505
H -1.0402 -0.0587 -5.2416 -0.285 -1.641 0.313
H 0.8943 -1.2758 -3.1737 0.353 -1.424 -1.342
H 2.9553 -2.9757 -3.0889 -1.279 -0.176 -1.683
H 4.3849 -4.9934 -5.7425 -1.155 -0.313 1.191
H 3.1877 -6.2253 -4.9127 0.830 1.597 -0.312
H 4.0569 -4.9862 -3.8723 -0.559 -0.142 -1.864
H 1.4358 -4.9826 -7.0616 -0.189 1.418 1.536
H -0.6167 -3.3083 -7.1592 1.101 0.332 1.678
O 3.9420 -1.7552 -1.4354 -0.356 0.603 0.183
S 3.2657 -0.9445 -0.4513 0.488 0.204 0.961
O 2.3019 0.0588 -0.8245 0.365 -0.536 -0.340
O 4.3640 -0.2735 0.5230 -0.978 -0.906 -0.287
C 5.4354 0.4698 -0.0635 0.816 0.889 -0.423
C 4.9875 1.8605 -0.4709 -0.319 0.056 -0.205
C 2.5281 -2.0128 0.7528 0.071 0.018 0.096
H 5.8666 -0.0707 -0.9109 -0.154 -0.103 0.104
H 6.2161 0.5534 0.6954 -0.241 -0.322 0.064
H 4.2787 1.8175 -1.3014 0.077 0.021 0.035
H 5.8421 2.4631 -0.7861 -0.006 -0.107 0.079
H 4.4834 2.3640 0.3579 0.140 -0.047 -0.015
H 3.2735 -2.7326 1.0893 -0.041 0.101 -0.045
H 1.6948 -2.5305 0.2770 0.089 0.101 -0.092
H 2.1663 -1.4096 1.5851 0.065 -0.006 -0.102
O -4.3346 -0.4545 4.8561 0.078 0.617 -0.382
S -4.8348 0.8955 4.8181 -0.160 0.503 0.849
O -4.6459 1.7460 3.6698 0.091 -0.674 0.281
O -4.3298 1.6825 6.1354 -0.870 -0.555 -0.670
C -2.9326 1.6917 6.4317 1.171 0.189 0.076
C -2.1890 2.7009 5.5780 -0.089 0.103 -0.331
C -6.5579 0.8736 5.2245 -0.003 0.071 0.127
H -2.5058 0.6904 6.3225 -0.231 -0.010 -0.046
H -2.8348 1.9703 7.4834 -0.366 -0.080 -0.082
H -2.1811 2.3971 4.5284 0.034 -0.015 0.082
H -1.1528 2.7974 5.9102 -0.093 -0.041 0.062
H -2.6707 3.6810 5.6269 0.100 -0.100 0.097
H -6.6984 0.2876 6.1322 0.073 0.058 -0.085
H -7.0932 0.4127 4.3943 0.160 0.023 -0.001
H -6.9002 1.8983 5.3661 0.087 -0.079 -0.025
O 8.5138 -0.8919 0.6269 0.154 -0.469 0.436
S 8.6832 -2.3017 0.8741 0.343 -0.565 -0.411
O 8.6154 -2.8564 2.2000 -0.020 0.629 -0.483
O 10.0525 -2.7977 0.1722 -1.122 0.072 0.001
C 11.2633 -2.1035 0.4730 0.948 0.390 0.412
C 11.8295 -2.5282 1.8145 -0.171 -0.013 0.301
C 7.5660 -3.1978 -0.1675 0.098 -0.049 -0.124
H 11.1109 -1.0211 0.4330 -0.184 -0.108 -0.025
H 11.9767 -2.3578 -0.3142 -0.346 -0.105 -0.102
H 11.1869 -2.1985 2.6341 0.067 -0.007 -0.066
H 12.8214 -2.0970 1.9676 -0.061 -0.024 -0.098
H 11.9013 -3.6168 1.8781 0.059 0.101 -0.085
H 7.6621 -2.8280 -1.1880 0.018 -0.013 0.110
H 6.5538 -3.0265 0.1995 0.121 0.085 0.064
H 7.8078 -4.2589 -0.1138 0.025 0.113 0.037
O -3.3051 6.0366 5.9043 0.088 0.583 -0.232
S -3.7985 7.3895 5.8650 -0.223 0.524 0.530
O -3.5807 8.2442 4.7283 0.111 -0.689 0.374
O -3.3136 8.1645 7.1986 -0.780 -0.518 -0.559
C -1.9232 8.1626 7.5212 1.052 0.191 0.107
C -1.1576 9.1734 6.6889 -0.003 0.033 -0.343
C -5.5293 7.3756 6.2377 -0.008 0.042 0.156
H -1.5004 7.1596 7.4125 -0.201 0.006 -0.068
H -1.8437 8.4331 8.5766 -0.353 -0.083 -0.084
H -1.1318 8.8775 5.6376 0.016 0.014 0.090
H -0.1273 9.2609 7.0413 -0.097 -0.032 0.056
H -1.6343 10.1555 6.7364 0.061 -0.091 0.096
H -5.6911 6.7846 7.1386 0.070 0.062 -0.077
H -6.0509 6.9236 5.3940 0.176 0.029 -0.011
H -5.8680 8.4016 6.3793 0.090 -0.078 -0.028

---

124
Properties=species:S:1:pos:R:3:forces:R:3 method="wB97M-V/def2-TZVPD" de_lowest_kj_mol=583.8 charge=+1 homo_ev=-9.178 fmax_ev_per_a=9.3 orbital_gap_ev=1.30
C 2.9052 2.0940 2.2223 0.915 -0.076 -0.601
C 4.3024 2.3711 1.3612 -1.227 -0.986 -1.185
C 4.6297 1.1599 0.2913 0.519 -0.004 0.324
C 4.4808 1.6027 -1.2830 0.243 -0.098 0.696
C 2.9896 2.1411 -1.7100 0.112 0.147 -1.604
C 2.2342 1.0057 -2.6456 1.322 -0.622 1.699
C 1.9200 -0.4043 -1.8507 -1.108 0.311 -0.321
C 1.0864 -0.1815 -0.4292 0.317 -1.259 -0.621
C -0.5097 -0.2107 -0.8024 0.170 -0.835 0.240
Si -1.6111 0.8567 0.4258 -0.911 -2.226 -1.109
C -1.0414 0.6880 2.2575 0.290 0.198 1.463
C -1.8975 -0.3823 3.1578 -3.752 -4.220 -3.475
O -2.7379 -1.3052 2.6519 5.826 6.375 3.528
Br -1.6458 -0.2769 5.1724 -0.049 -0.139 -1.973
O -3.2703 0.3737 0.1110 1.022 3.153 1.311
Si -4.4342 1.5820 0.6311 -0.088 -2.192 0.817
C -5.6576 0.6493 1.8518 -0.422 -0.955 0.329
C -7.1750 0.5547 1.1737 0.525 -0.185 0.160
C -7.1565 -0.8525 0.2716 -0.261 1.301 0.331
C -8.2025 -0.6830 -1.0060 -0.387 -2.433 2.198
S -7.4882 0.3238 -2.4181 -2.784 5.608 -2.550
O -7.5136 1.8637 -2.1797 0.593 -5.765 0.009
O -8.3431 0.0650 -3.7156 2.817 0.039 2.407
Cl -5.4829 -0.1684 -2.8668 -1.678 -0.077 0.669
N -3.7260 3.0763 1.3369 -1.354 1.542 -1.375
C -4.6507 3.6527 2.4216 -0.731 0.463 1.748
C -3.4884 4.1615 0.3088 5.991 2.798 -0.057
C -4.5494 4.6851 -0.8263 0.477 0.909 -0.679
O -2.2572 4.7441 0.3342 -7.659 -3.574 -0.302
H 3.0194 2.5294 3.3083 -0.511 -0.900 -2.258
H 2.7489 0.9294 2.2359 0.267 2.285 0.266
H 2.0043 2.5778 1.6335 1.559 -0.740 1.267
H 5.1840 2.4207 2.1627 -0.213 -0.497 -0.529
H 4.2814 3.3668 0.7464 0.092 -1.536 1.400
H 4.0015 0.1769 0.5288 1.259 2.139 -0.488
H 5.7700 0.8608 0.4788 -2.463 0.497 -0.463
H 4.7130 0.6755 -1.9911 -0.244 2.182 1.458
H 5.2470 2.4881 -1.4591 -1.593 -1.993 0.165
H 2.3179 2.4994 -0.8206 1.157 -0.644 -1.097
H 3.1611 3.0759 -2.4176 -0.455 -1.658 1.332
H 2.8830 0.7707 -3.5939 -1.503 0.853 1.616
H 1.2133 1.5133 -2.9935 0.699 -1.124 -0.362
H 2.8844 -1.0573 -1.7316 -1.655 1.600 -0.159
H 1.1852 -1.0171 -2.5501 1.620 1.114 1.409
H 1.4272 0.7647 0.1687 -0.564 -1.735 -1.229
H 1.3172 -1.1395 0.2422 -0.500 2.250 -1.298
H -0.6966 0.1614 -1.9130 0.305 -0.718 2.099
H -0.8461 -1.3528 -0.7381 0.582 2.488 -0.390
H -1.4239 2.2608 0.0321 0.153 0.246 -0.039
H -1.1066 1.7679 2.7411 0.038 -2.310 -0.707
H 0.1165 0.4269 2.2325 -2.388 0.253 0.395
H -5.2482 1.9556 -0.5195 0.045 -0.002 -0.381
H -5.6553 1.1003 2.9315 -0.154 -0.890 -2.032
H -5.2909 -0.4841 1.9288 -0.563 2.519 0.060
H -7.9914 0.5040 2.0262 1.632 -0.041 -1.858
H -7.4235 1.4985 0.4959 0.588 -2.027 1.376
H -6.0520 -1.0792 -0.0613 -2.224 0.451 0.394
H -7.5097 -1.7256 0.9738 0.513 1.582 -1.767
H -9.2097 -0.2132 -0.5709 2.325 -0.314 -1.563
H -8.5098 -1.7641 -1.3844 0.921 2.398 0.203
H -4.3757 3.2070 3.4920 -0.439 0.868 -2.457
H -4.5588 4.8221 2.5301 0.048 -2.394 -0.461
H -5.7824 3.4089 2.2464 2.018 0.510 0.198
H -3.9499 5.4492 -1.5202 -1.161 -1.744 1.771
H -4.9594 3.8577 -1.5456 0.764 1.361 1.731
H -5.4572 5.3055 -0.3964 1.853 -1.541 -0.524
F 6.4903 1.6386 2.9393 -0.777 0.480 -0.450
Be 0.4903 2.7222 -2.2413 0.571 -0.099 0.514
C -5.6486 -4.9498 3.2363 0.339 0.369 -0.267
C -7.0632 -4.4218 3.3663 1.341 -0.513 0.634
C -8.0835 -5.4951 3.5976 0.001 -0.594 0.736
O -9.2580 -4.9308 3.0428 0.000 0.916 -1.011
C -8.8477 -4.0501 2.0802 -1.570 0.598 -1.246
O -9.5882 -3.5268 1.2653 1.623 -0.877 1.571
O -7.5008 -3.8409 2.1489 -1.172 0.169 -0.419
H -4.9388 -4.1165 3.1995 -0.061 -0.149 0.076
H -5.3824 -5.5915 4.0816 -0.119 0.116 -0.068
H -5.5178 -5.5117 2.3051 -0.198 -0.023 0.193
H -7.1099 -3.6522 4.1462 -0.099 -0.093 -0.041
H -8.2243 -5.7082 4.6612 -0.143 0.058 -0.224
H -7.8636 -6.4309 3.0723 0.142 0.132 0.008
C 3.9079 -0.6436 -7.1005 -0.053 -0.120 -0.202
C 4.2250 0.0596 -5.8462 0.336 0.543 0.854
N 4.4755 0.6152 -4.8553 -0.441 -1.127 -1.499
H 3.4218 -1.6068 -6.9126 0.127 0.200 0.233
H 3.2321 -0.0582 -7.7328 0.210 0.123 0.287
H 4.8087 -0.8454 -7.6900 -0.047 0.214 0.296
C -5.2497 -3.5912 -1.3690 0.806 0.237 -0.520
O -4.3269 -3.1450 -2.0332 0.386 0.186 -0.236
O -6.4466 -3.5134 -1.6692 -1.339 0.164 -0.365
O -5.1295 -4.1895 -0.2937 0.164 -0.567 1.127
O -4.1280 1.2252 6.9992 -0.077 -0.352 -0.203
H -3.4337 0.9126 6.4000 -0.253 0.141 0.208
H -4.7028 0.4538 7.1143 0.186 0.289 0.023
Be -7.6882 0.9500 -5.4845 -0.350 -0.481 1.016
C 9.1165 -1.1041 1.4674 0.128 0.311 0.328
C 7.7800 -1.8286 1.4418 0.621 -0.153 -0.273
C 7.9297 -3.2493 0.9214 -0.218 -0.346 0.125
O 6.8712 -1.1137 0.6085 -0.398 0.135 -0.364
H 9.5420 -1.0310 0.4603 -0.027 -0.176 0.000
H 8.9914 -0.0790 1.8324 -0.084 -0.171 0.019
H 9.8334 -1.6209 2.1130 -0.119 0.070 -0.166
H 7.3531 -1.8492 2.4504 -0.086 0.150 -0.244
H 8.3132 -3.2523 -0.1052 0.110 0.080 0.085
H 6.9582 -3.7545 0.8968 0.076 0.077 0.065
H 8.6111 -3.8305 1.5505 -0.118 0.138 -0.184
H 7.2422 -1.0905 -0.2892 -0.029 -0.074 0.427
C 5.5335 4.8712 -6.1916 0.082 0.013 -0.130
S 4.4502 3.4223 -6.2101 0.223 0.026 -0.290
O 4.8937 2.5420 -7.3404 -0.336 0.447 0.392
C 2.9689 4.3049 -6.7565 -0.033 0.037 -0.161
H 6.5389 4.5493 -5.9098 -0.197 -0.073 -0.024
H 5.5644 5.3274 -7.1840 -0.045 -0.108 0.055
H 5.1667 5.5924 -5.4580 -0.021 -0.105 -0.017
H 3.1582 4.7962 -7.7137 0.028 -0.069 0.071
H 2.6859 5.0449 -6.0041 0.077 -0.061 -0.014
H 2.1580 3.5822 -6.8747 0.167 0.006 0.029
C 10.9550 -5.1057 4.7346 0.287 -0.212 -0.016
N 10.1761 -4.1225 3.9346 -0.553 0.698 -0.491
O 10.5812 -3.8736 2.7932 -0.627 -0.249 1.593
O 9.1798 -3.6282 4.4751 1.428 -0.633 -0.997
H 11.7995 -5.4570 4.1377 -0.270 0.176 0.067
H 11.3046 -4.5954 5.6344 -0.204 -0.111 -0.117
H 10.2866 -5.9332 4.9813 0.069 0.247 0.059

---

> What is the charge in the first record?

+1